DFT (ωB97M-V/def2-TZVPD) results for a single C2H5N3S3 molecule in a non-equilibrium geometry.

Structure (ORCA input):
```
! wB97M-V def2-TZVPD RIJCOSX def2/J DEFGRID3
* xyz 0 1
S -1.64 1.93 1.35
N -1.61 0.38 1.18
C -1.63 -0.28 -0.18
C -0.21 -0.15 -0.88
N 0.92 0.01 -0.02
S 2.36 0.46 -0.87
N 0.83 -0.31 1.21
S 2.06 -0.41 2.14
H -2.33 0.20 -0.91
H -1.74 -1.31 0.00
H -0.02 -1.01 -1.41
H -0.16 0.76 -1.59
H 3.16 -0.24 -0.03
*
```

HOMO level (alpha / beta)   -8.23 / -8.16 eV
Gap between HOMO and LUMO (alpha / beta)   7.1 / 7.0 eV
Energy above the lowest of the compared OMol25 structures with the same formula, charge and spin   111.0 kcal per mole
SMILES   S=NCCN(S)N=S
LUMO level (alpha / beta)   -1.14 / -1.13 eV

DFT (ωB97M-V/def2-TZVPD) results for C24H31N6O2PbS4 as an isolated structure.

Structure (ORCA input):
```
! wB97M-V def2-TZVPD RIJCOSX def2/J DEFGRID3
* xyz 1 1
Pb -0.41 0.77 -0.03
O 0.54 -2.88 2.09
C 0.15 -1.76 1.79
N 0.71 -0.96 0.86
C 1.91 -1.48 0.26
C 2.77 -0.40 -0.34
C 4.10 -0.65 -0.64
C 4.86 0.34 -1.22
C 4.28 1.57 -1.48
C 2.95 1.74 -1.14
N 2.20 0.78 -0.59
C -1.02 -1.15 2.54
C -1.61 -1.86 3.57
C -2.65 -1.26 4.28
C -3.06 0.02 3.92
C -2.42 0.64 2.87
N -1.42 0.07 2.20
H 1.69 -2.21 -0.53
H 2.49 -2.04 1.01
H 4.53 -1.62 -0.40
H 5.90 0.16 -1.46
H 4.84 2.38 -1.93
H 2.45 2.69 -1.30
H -1.24 -2.85 3.80
H -3.12 -1.78 5.10
H -3.86 0.52 4.45
H -2.71 1.64 2.55
C 4.30 4.10 1.26
C 2.99 3.53 1.65
S 1.42 4.27 1.29
C 2.64 2.43 2.34
C 3.42 1.33 2.96
S 0.88 2.55 2.37
H 4.38 4.22 0.18
H 5.11 3.44 1.59
H 4.46 5.08 1.72
H 4.49 1.50 2.82
H 3.17 0.37 2.51
H 3.23 1.26 4.03
C -6.01 -1.98 2.10
C -5.68 -1.11 0.90
C -4.31 -1.36 0.34
N -3.48 -0.44 0.01
N -2.30 -0.93 -0.49
C -2.27 -2.24 -0.55
N -1.25 -2.93 -1.09
S -3.71 -2.98 0.06
H -7.00 -1.72 2.49
H -5.29 -1.84 2.90
H -6.03 -3.04 1.84
H -5.71 -0.05 1.15
H -6.41 -1.27 0.11
H -0.46 -2.37 -1.40
H -1.06 -3.86 -0.75
O 0.15 -0.66 -2.23
S 1.04 -0.31 -3.41
C 0.18 -1.06 -4.83
C -0.76 -0.01 -5.45
C -0.90 1.15 -4.47
C 0.50 1.34 -3.90
H -0.35 -1.90 -4.39
H 0.93 -1.44 -5.52
H -1.73 -0.46 -5.70
H -0.33 0.35 -6.39
H -1.58 0.89 -3.66
H -1.26 2.05 -4.95
H 0.57 1.98 -3.02
H 1.21 1.70 -4.65
*
```

HOMO level   -10.82 eV
Gap between HOMO and LUMO   8.7 eV
Energy above the lowest of the compared OMol25 structures with the same formula, charge and spin   0.0 kcal per mole
LUMO level   -2.16 eV

DFT (ωB97M-V/def2-TZVPD) results for C61H57BBrF14OP4SSbTi as an isolated structure in a non-equilibrium geometry.

Structure (ORCA input):
```
! wB97M-V def2-TZVPD RIJCOSX def2/J DEFGRID3
* xyz 1 2
Ti -0.35 -0.50 -0.11
C -3.22 -1.02 -2.31
P -1.84 0.19 -2.16
C -1.18 0.01 -3.86
C -2.74 1.79 -2.27
C -4.13 1.80 -2.24
C -4.84 2.98 -2.36
C -4.16 4.18 -2.53
C -2.78 4.18 -2.55
C -2.04 3.01 -2.40
P -0.20 3.05 -2.32
C 0.12 3.90 -3.92
C 0.10 4.45 -1.17
H -3.79 -0.81 -3.21
H -3.88 -0.96 -1.45
H -2.80 -2.02 -2.37
H -1.97 0.30 -4.55
H -0.91 -1.04 -4.03
H -0.31 0.64 -4.01
H -4.69 0.88 -2.11
H -5.92 2.97 -2.32
H -4.71 5.10 -2.64
H -2.26 5.12 -2.67
H -0.31 4.90 -3.94
H -0.30 3.33 -4.75
H 1.20 3.99 -4.07
H 0.93 5.05 -1.56
H 0.38 4.09 -0.18
H -0.78 5.09 -1.06
F -3.28 -6.99 -1.49
C -2.91 -5.92 -0.81
C -3.54 -5.60 0.37
F -4.52 -6.36 0.83
C -3.14 -4.48 1.09
F -3.78 -4.27 2.24
C -2.13 -3.64 0.66
P -1.60 -2.13 1.57
C -3.22 -1.49 2.15
C -3.36 -1.01 3.44
C -4.61 -0.58 3.88
C -5.71 -0.63 3.05
C -5.57 -1.09 1.74
C -4.32 -1.51 1.29
C -0.84 -2.72 3.11
C -1.01 -4.02 3.56
C -0.44 -4.41 4.77
C 0.32 -3.51 5.51
C 0.52 -2.23 5.03
C -0.06 -1.83 3.84
C -1.54 -3.98 -0.56
Br -0.21 -2.91 -1.40
C -1.91 -5.10 -1.28
F -1.32 -5.38 -2.44
H -2.51 -0.98 4.11
H -4.72 -0.22 4.90
H -6.68 -0.33 3.41
H -6.42 -1.15 1.08
H -4.23 -1.90 0.29
H -1.55 -4.76 2.99
H -0.60 -5.42 5.12
H 0.76 -3.82 6.45
H 1.15 -1.54 5.58
H 0.13 -0.83 3.49
F 1.10 -3.23 1.26
B 2.05 -2.24 1.43
F 2.53 -2.11 2.68
F 3.03 -2.33 0.46
F 1.31 -0.88 1.12
F -0.15 1.52 0.39
P -1.47 1.86 1.49
F -2.66 1.98 2.50
F -2.01 2.94 0.48
F -2.26 0.67 0.61
F -0.83 0.64 2.34
F -0.57 2.91 2.23
O 1.12 -0.15 -1.47
S 2.68 -0.29 -1.34
C 3.38 0.78 -2.59
C 2.66 1.22 -3.69
C 3.33 1.92 -4.69
C 4.70 2.16 -4.57
C 5.39 1.72 -3.45
C 4.73 1.03 -2.45
C 3.05 -1.75 -2.31
C 2.19 -2.16 -3.31
C 2.52 -3.28 -4.07
C 3.72 -3.94 -3.83
C 4.58 -3.51 -2.84
C 4.25 -2.40 -2.06
H 1.61 1.01 -3.76
H 2.79 2.26 -5.56
H 5.22 2.68 -5.36
H 6.45 1.92 -3.35
H 5.27 0.69 -1.57
H 1.28 -1.61 -3.50
H 1.85 -3.62 -4.85
H 3.98 -4.81 -4.43
H 5.51 -4.03 -2.65
H 4.91 -2.06 -1.27
C 0.50 2.19 5.34
C 1.28 3.45 4.99
C 1.10 4.57 5.81
C 1.68 5.79 5.49
C 2.44 5.91 4.34
C 2.65 4.80 3.53
C 2.12 3.55 3.88
Sb 2.49 1.83 2.64
C 3.86 2.83 1.30
C 3.35 3.01 0.02
C 4.06 3.72 -0.95
C 5.30 4.23 -0.64
C 5.83 4.04 0.64
C 5.12 3.37 1.63
C 5.73 3.26 3.01
C 3.85 0.71 3.88
C 3.66 0.77 5.26
C 4.48 0.07 6.13
C 5.51 -0.71 5.62
C 5.71 -0.77 4.25
C 4.89 -0.08 3.36
C 5.17 -0.24 1.88
H 0.68 1.88 6.37
H 0.75 1.36 4.67
H -0.57 2.39 5.23
H 0.48 4.48 6.69
H 1.52 6.65 6.13
H 2.87 6.86 4.06
H 3.24 4.91 2.63
H 2.38 2.59 -0.24
H 3.63 3.87 -1.94
H 5.87 4.79 -1.37
H 6.81 4.44 0.88
H 6.45 4.07 3.16
H 6.26 2.31 3.13
H 4.98 3.32 3.79
H 2.88 1.39 5.67
H 4.33 0.14 7.20
H 6.15 -1.27 6.28
H 6.52 -1.37 3.85
H 4.46 0.32 1.26
H 5.10 -1.29 1.61
H 6.17 0.12 1.64
*
```

HOMO level (alpha / beta)   -9.49 / -9.49 eV
<S²>   0.75
Gap between HOMO and LUMO (alpha / beta)   5.7 / 6.1 eV
Energy above the lowest of the compared OMol25 structures with the same formula, charge and spin   0.2 kcal per mole
LUMO level (alpha / beta)   -3.78 / -3.38 eV

DFT (ωB97M-V/def2-TZVPD) results for C18H14F5IIrN2S as an isolated structure in a non-equilibrium geometry.

Structure (ORCA input):
```
! wB97M-V def2-TZVPD RIJCOSX def2/J DEFGRID3
* xyz 2 6
C -4.11 -1.22 -1.17
C -4.18 -0.28 0.04
H -3.85 -0.64 -2.06
H -5.10 -1.63 -1.41
H -3.42 -2.06 -1.09
H -3.34 0.43 0.12
H -5.10 0.31 -0.05
H -4.28 -0.84 0.98
C 2.11 -0.19 -2.13
C 3.06 0.42 -2.94
C 3.65 1.62 -2.53
C 3.28 2.18 -1.33
H 1.71 -1.19 -2.26
H 3.30 -0.08 -3.87
H 4.42 2.08 -3.14
H 3.81 2.98 -0.83
N 1.58 0.55 -1.12
C 2.12 1.71 -0.69
C 1.54 2.23 0.52
N 0.43 1.55 0.94
C -0.14 1.85 2.14
C 1.53 3.57 2.52
C 0.39 2.87 2.94
H -1.00 1.25 2.41
H -0.07 3.09 3.90
C 2.14 3.21 1.33
H 3.10 3.59 1.00
H 1.94 4.38 3.11
Ir -0.12 -0.11 -0.20
I -1.30 -0.63 -2.37
F -1.29 -7.01 0.62
C -0.83 -5.74 0.67
C 0.26 -5.36 -0.12
F 0.86 -6.28 -0.92
C 0.77 -4.08 -0.01
F 1.86 -3.71 -0.74
C 0.20 -3.16 0.89
S 0.83 -1.55 1.12
C -0.84 -3.59 1.75
F -1.27 -2.76 2.73
C -1.38 -4.87 1.62
F -2.33 -5.29 2.49
*
```

HOMO level (alpha / beta)   -14.69 / -15.32 eV
<S²>   8.77
Gap between HOMO and LUMO (alpha / beta)   7.4 / 4.9 eV
LUMO level (alpha / beta)   -7.31 / -10.39 eV

DFT (ωB97M-V/def2-TZVPD) results for C38H33N11S2V as an isolated structure in a non-equilibrium geometry.

Structure (ORCA input):
```
! wB97M-V def2-TZVPD RIJCOSX def2/J DEFGRID3
* xyz 0 4
V -0.30 1.36 0.48
N 1.76 2.19 4.15
C 0.97 1.65 3.16
S -0.39 2.59 2.58
N 1.26 0.47 2.74
N 0.38 0.07 1.72
C -0.08 -1.19 1.84
C 0.54 -2.14 2.80
C 1.87 -2.51 2.65
C 2.46 -3.40 3.53
C 1.72 -3.93 4.58
C 0.40 -3.56 4.75
C -0.19 -2.66 3.86
C -1.30 -1.47 1.17
C -1.95 -2.73 1.18
C -3.22 -2.85 0.68
C -3.86 -1.73 0.14
C -3.15 -0.55 0.08
N -1.91 -0.40 0.55
H 1.76 3.20 4.20
H 2.66 1.75 4.27
H 2.45 -2.06 1.86
H 3.50 -3.68 3.40
H 2.18 -4.63 5.28
H -0.18 -3.95 5.58
H -1.22 -2.36 4.01
H -1.43 -3.58 1.61
H -3.72 -3.81 0.71
H -4.86 -1.78 -0.26
H -3.59 0.32 -0.38
C 2.11 -3.27 -0.78
N 0.73 -3.26 -1.23
C -0.10 -4.36 -1.28
C -1.25 -3.98 -1.84
N -1.13 -2.62 -2.16
C 0.14 -2.17 -1.79
S 0.87 -0.68 -1.92
C -2.14 -1.88 -2.84
C -3.28 -2.53 -3.31
C -4.24 -1.78 -3.96
C -4.04 -0.42 -4.13
C -2.88 0.12 -3.63
N -1.94 -0.59 -2.99
H 2.28 -4.19 -0.22
H 2.29 -2.40 -0.15
H 2.79 -3.21 -1.63
H 0.18 -5.32 -0.87
H -2.14 -4.54 -2.00
H -3.44 -3.59 -3.17
H -5.14 -2.26 -4.33
H -4.77 0.20 -4.64
H -2.66 1.18 -3.73
N -3.33 3.89 -1.05
C -3.98 3.55 0.13
C -3.15 2.69 0.77
N -2.01 2.50 0.01
C -2.16 3.23 -1.07
C -1.12 3.18 -2.08
N -0.17 2.30 -1.95
C 0.69 2.51 -2.99
C 0.24 3.53 -3.76
N -0.93 3.96 -3.17
H -3.68 4.51 -1.75
H -4.94 3.96 0.39
H -3.27 2.21 1.73
H 1.58 1.91 -3.11
H 0.63 3.99 -4.66
H -1.48 4.75 -3.47
C 5.59 0.92 0.55
C 4.50 0.02 0.50
C 3.22 0.49 0.40
C 2.91 1.88 0.33
C 1.56 2.36 0.26
C 1.45 3.74 0.14
C 2.54 4.63 0.10
C 3.81 4.16 0.21
C 4.03 2.77 0.34
C 5.35 2.26 0.46
H 6.60 0.55 0.65
H 4.68 -1.05 0.56
H 2.39 -0.21 0.36
H 0.46 4.19 0.11
H 2.35 5.70 0.01
H 4.66 4.83 0.21
H 6.17 2.97 0.48
*
```

HOMO level (alpha / beta)   -5.41 / -6.49 eV
<S²>   3.79
Gap between HOMO and LUMO (alpha / beta)   5.3 / 6.3 eV
Energy above the lowest of the compared OMol25 structures with the same formula, charge and spin   42.1 kcal per mole
LUMO level (alpha / beta)   -0.15 / -0.15 eV

DFT (ωB97M-V/def2-TZVPD) results for a 10-piece molecular cluster, C36H59Cl19F4N2O9PS2 overall in a non-equilibrium geometry.

Structure (ORCA input):
```
! wB97M-V def2-TZVPD RIJCOSX def2/J DEFGRID3
* xyz 1 1
C 3.88 -2.36 1.02
C 3.65 -1.01 1.77
C 3.19 0.14 0.83
C 4.20 1.28 0.89
C 1.67 0.44 1.06
S 1.46 0.92 2.85
O 2.75 1.19 3.41
O 0.49 1.96 3.01
C 0.77 -0.51 3.88
F 0.88 -1.71 3.28
F 1.48 -0.51 5.00
F -0.49 -0.26 4.16
N 1.06 -0.89 0.79
C -0.05 -0.95 0.15
C -0.51 -2.32 -0.23
O -0.55 -2.39 -1.64
O -1.95 -2.30 -1.99
C -0.58 0.45 -0.10
C -1.63 0.69 1.04
C -2.78 -0.35 1.07
N -2.90 -1.07 2.34
C -3.45 -2.43 2.24
C -4.73 -2.55 1.41
C -3.45 -0.25 3.34
C -3.66 -0.84 4.72
O -3.70 0.92 3.12
C -1.39 0.64 -1.41
O -1.71 2.01 -1.52
C -3.02 2.26 -1.93
C -3.83 2.89 -0.99
C -5.14 3.23 -1.25
C -5.97 3.94 -0.22
C -5.65 2.91 -2.50
C -4.85 2.29 -3.44
C -3.52 1.95 -3.20
C -2.66 1.30 -4.29
C -1.27 1.99 -4.41
C -3.33 1.39 -5.67
C 0.81 1.24 0.00
P 0.83 3.22 0.09
O 2.01 3.31 1.20
Cl -0.78 3.85 1.16
S 1.60 1.05 -1.66
O 1.37 -0.28 -2.12
O 2.92 1.57 -1.65
F 0.76 2.00 -2.52
H 3.21 -3.13 1.41
H 3.68 -2.28 -0.05
H 4.89 -2.73 1.15
H 4.58 -0.72 2.25
H 2.95 -1.21 2.57
H 3.24 -0.28 -0.17
H 5.11 0.91 0.42
H 3.93 2.18 0.36
H 4.47 1.54 1.91
H 1.52 -1.77 1.01
H 0.20 -3.08 0.11
H -1.49 -2.60 0.15
H -1.91 -2.45 -2.95
H -1.20 0.75 2.03
H -2.12 1.62 0.82
H -3.71 0.20 0.90
H -2.74 -1.05 0.25
H -3.64 -2.85 3.22
H -2.69 -3.07 1.78
H -5.03 -3.60 1.43
H -5.53 -1.99 1.90
H -4.61 -2.24 0.38
H -2.76 -1.34 5.08
H -4.45 -1.59 4.68
H -3.98 -0.04 5.37
H -2.31 0.06 -1.36
H -0.86 0.27 -2.29
H -3.40 3.14 -0.03
H -6.92 3.43 -0.06
H -5.45 3.99 0.73
H -6.18 4.97 -0.52
H -6.67 3.18 -2.74
H -5.29 2.08 -4.40
H -2.52 0.24 -4.08
H -1.07 2.24 -5.44
H -0.49 1.29 -4.12
H -1.21 2.89 -3.79
H -2.64 1.16 -6.47
H -3.62 2.44 -5.80
H -4.24 0.80 -5.75
H 2.62 4.01 0.92
C 3.17 6.86 2.25
Cl 4.21 5.90 1.19
Cl 1.66 7.30 1.45
H 2.94 6.28 3.13
H 3.70 7.77 2.51
C 4.06 1.40 6.26
Cl 3.47 0.87 7.84
Cl 5.51 0.50 5.77
H 3.29 1.23 5.52
H 4.32 2.45 6.31
C 5.49 -6.22 0.40
Cl 6.01 -5.06 1.63
Cl 4.35 -5.51 -0.76
H 6.36 -6.56 -0.14
H 5.00 -7.05 0.90
C 0.41 -6.47 -0.20
Cl 0.97 -5.20 0.92
Cl -0.87 -5.87 -1.25
H 1.25 -6.77 -0.80
H 0.03 -7.29 0.39
C 4.77 -3.17 6.94
Cl 4.17 -3.69 8.52
Cl 6.21 -4.07 6.44
H 3.99 -3.33 6.21
H 5.02 -2.12 7.00
C 4.43 10.30 0.71
Cl 5.97 10.83 0.05
Cl 4.46 10.19 2.48
H 3.66 11.02 0.44
H 4.20 9.32 0.31
C -4.65 -2.78 -5.18
Cl -5.53 -1.27 -4.93
Cl -3.09 -2.52 -5.99
H -4.48 -3.26 -4.22
H -5.25 -3.42 -5.82
C 1.45 1.97 -7.54
Cl 1.12 3.39 -6.53
Cl 0.96 0.46 -6.75
H 0.89 2.07 -8.46
H 2.51 1.93 -7.74
C 0.03 -8.87 -4.33
Cl -1.60 -8.23 -4.10
Cl 1.16 -8.29 -3.10
H -0.01 -9.95 -4.28
H 0.39 -8.54 -5.30
*
```

HOMO level   -10.69 eV
Gap between HOMO and LUMO   7.1 eV
LUMO level   -3.58 eV